No. 1
DFT (ωB97M-V with the def2-TZVPD basis set) results for a 7-piece molecular cluster, C36H68N7O4PS overall in a non-equilibrium geometry.

Positions of all 117 atoms, in Å:
C: 4.24341 -9.46592 1.03484
O: 3.77959 -8.13302 0.90469
C: 4.25805 -7.21106 1.85865
C: 5.41155 -6.31693 1.33486
C: 5.50212 -6.20605 -0.18291
C: 4.68992 -5.03831 -0.78679
C: 3.22090 -5.46846 -0.94992
C: 2.17467 -4.37225 -1.09515
C: 0.81911 -4.95082 -0.67713
O: 0.73944 -5.07079 0.74641
O: 4.79279 -3.92565 0.12060
C: 5.10843 -2.68286 -0.35434
O: 4.31674 -1.97297 -0.90820
C: 6.49442 -2.19737 -0.00435
C: 6.36397 -1.20576 1.16883
C: 5.81517 0.16847 0.72451
N: 4.60927 0.60963 1.39907
P: 5.44524 -4.75585 -2.48407
S: 4.34863 -4.06713 -3.93170
H: 3.38740 -10.13621 0.96151
H: 4.91571 -9.71289 0.21199
H: 4.72113 -9.64600 1.99509
H: 4.59281 -7.70706 2.76926
H: 3.41904 -6.57662 2.14496
H: 6.35095 -6.74363 1.68614
H: 5.32685 -5.34467 1.80746
H: 6.55602 -6.04318 -0.43530
H: 5.20535 -7.12264 -0.68082
H: 2.97977 -5.99940 -0.03355
H: 3.14529 -6.14538 -1.79838
H: 2.36912 -3.53658 -0.42929
H: 2.08409 -3.99377 -2.10927
H: 0.67949 -5.94539 -1.08974
H: 0.00786 -4.31231 -1.03072
H: 0.85343 -4.17377 1.08837
H: 6.93441 -1.73426 -0.88211
H: 7.11412 -3.03558 0.30749
H: 7.31206 -1.13591 1.69573
H: 5.65251 -1.63089 1.87696
H: 5.59362 0.12618 -0.33853
H: 6.57783 0.93428 0.85130
H: 4.75961 0.84978 2.36670
H: 3.85502 -0.05477 1.30072
H: 5.88193 -6.05912 -2.78089
H: 6.64762 -4.05430 -2.26636
C: -0.20663 1.79445 -0.22052
C: 1.18751 1.31712 -0.60254
C: 1.34578 -0.19949 -0.45648
C: 1.13210 -0.61447 0.93310
N: 0.97276 -0.90487 2.03328
H: -0.42859 1.58693 0.82818
H: -0.30174 2.87105 -0.37114
H: -0.95886 1.29737 -0.82967
H: 1.93674 1.82141 0.01237
H: 1.38913 1.58886 -1.64024
H: 2.34664 -0.51344 -0.75739
H: 0.62319 -0.72483 -1.08407
C: 2.85451 5.02862 -0.25704
C: 3.59301 5.57639 -1.47123
C: 2.65712 6.27764 -2.46174
C: 1.63475 5.35656 -2.96575
N: 0.84795 4.61958 -3.35749
H: 2.12635 4.27185 -0.55220
H: 3.55093 4.55877 0.43708
H: 2.32715 5.82193 0.27662
H: 4.11208 4.76193 -1.97937
H: 4.35485 6.28882 -1.14990
H: 3.21564 6.66648 -3.31332
H: 2.15191 7.11694 -1.98149
C: 0.38499 -3.84567 3.94159
C: -0.45448 -4.19686 5.16229
C: 0.35093 -4.15246 6.46561
C: 1.46159 -5.10844 6.44234
N: 2.32424 -5.86431 6.42260
H: 1.19251 -4.56613 3.79723
H: -0.22841 -3.85553 3.04135
H: 0.82245 -2.85094 4.03532
H: -0.88686 -5.19151 5.03788
H: -1.28669 -3.49594 5.24722
H: -0.28271 -4.39141 7.32013
H: 0.76426 -3.15524 6.62343
C: -4.17557 1.15593 -4.00759
C: -5.05397 0.78052 -2.81933
C: -4.30714 0.83585 -1.48329
C: -3.18097 -0.10086 -1.47332
N: -2.29847 -0.83370 -1.48327
H: -3.34488 0.45865 -4.12346
H: -4.75209 1.13757 -4.93275
H: -3.76157 2.15894 -3.88803
H: -5.45999 -0.22211 -2.96761
H: -5.90266 1.46479 -2.76117
H: -4.97057 0.58543 -0.65836
H: -3.92461 1.83859 -1.29904
C: -7.79756 5.06826 -2.49246
C: -8.67427 4.69173 -1.30439
C: -7.92859 4.76199 0.03300
C: -6.79062 3.84084 0.05913
N: -5.90701 3.10966 0.07739
H: -6.95918 4.37841 -2.60491
H: -8.37443 5.04030 -3.41596
H: -7.39571 6.07718 -2.37935
H: -9.07060 3.68464 -1.44592
H: -9.52868 5.36896 -1.25756
H: -8.59217 4.50426 0.85865
H: -7.55319 5.77174 0.20892
C: -8.28578 8.69793 1.10261
C: -7.57505 9.30256 -0.10300
C: -8.52887 10.03318 -1.05521
C: -9.54204 9.12045 -1.58949
N: -10.31197 8.37836 -2.00415
H: -9.01467 7.94486 0.79781
H: -7.56923 8.21564 1.76776
H: -8.81134 9.46417 1.67466
H: -7.05174 8.51675 -0.65181
H: -6.81801 10.01082 0.23670
H: -7.98040 10.46126 -1.89422
H: -9.03934 10.84736 -0.53903

## Properties
- Multiplicity: 1
- LUMO level: 0.51 eV
- Net charge: 0
- Structure (SMILES): COCCC[C@@](CCCO)(OC(=O)CCCN)[PH2]=S.CCCC#N.CCCC#N.CCCC#N.CCCC#N.CCCC#N.CCCC#N
- Orbital gap: 9.0 eV

=====

No. 2
DFT (ωB97M-V with the def2-TZVPD basis set) results for C15H32CuN6OP2 as an isolated structure in a non-equilibrium geometry.

Positions of all 57 atoms, in Å:
Cu: -0.62103 -0.01891 0.12414
P: -2.48962 -1.16010 0.08459
P: -1.35900 1.99778 -0.25284
N: -0.08771 -1.68388 -1.09647
N: 0.92137 0.65400 -1.11876
H: 1.50988 -2.29651 -2.37501
H: 2.81180 -0.24444 -1.02818
H: 1.84610 -2.23726 -0.60731
C: 1.32826 -1.73474 -1.44427
H: 2.10544 -0.14766 -2.67159
C: 1.87456 -0.32605 -1.60588
H: -0.68166 -3.33448 -2.27867
H: 1.83421 2.25137 -2.11350
C: -0.89173 -2.63215 -1.42617
C: 0.98619 1.91474 -1.49122
C: -2.11598 -2.87021 -0.59448
C: -0.03372 2.79780 -1.12447
H: -1.85328 -3.53798 0.26201
H: -0.02060 3.83278 -1.44907
H: -2.42988 2.17679 -1.16041
H: -1.63641 2.90251 0.80819
H: -3.67556 -0.69264 -0.55031
H: -2.85938 -1.46708 1.41098
H: -0.62990 0.98420 -3.56383
C: -1.65048 1.00786 -4.01228
C: -1.65688 2.28568 -4.89621
C: -1.76005 -0.33397 -4.74229
O: -2.65155 1.23055 -3.11723
H: -0.82046 2.34751 -5.60164
H: -2.59800 2.32343 -5.45156
H: -1.63352 3.15075 -4.23269
H: -1.51351 -1.14918 -4.06023
H: -2.78211 -0.49120 -5.09940
H: -1.08864 -0.39438 -5.60428
H: -2.88225 -3.36980 -1.16182
C: 1.44155 1.15400 2.16605
N: 0.54848 -0.02824 1.95006
C: -0.45232 -0.02092 3.07962
N: 0.19579 -0.08840 4.39527
C: 1.08842 1.08001 4.55460
N: 2.10461 1.11574 3.48085
C: 2.90864 -0.12204 3.58667
N: 2.05310 -1.32260 3.41155
C: 1.39321 -1.24929 2.09696
C: 1.02121 -1.31184 4.47115
H: 0.83994 2.07242 2.11370
H: 2.21699 1.16184 1.38806
H: -1.11472 -0.88999 2.97642
H: -1.02190 0.91588 3.02771
H: 1.60013 0.99560 5.52552
H: 0.48737 1.99997 4.50751
H: 3.68474 -0.11750 2.80701
H: 3.36350 -0.16521 4.58773
H: 0.76353 -2.14374 1.99032
H: 2.18370 -1.23411 1.33610
H: 1.52292 -1.34252 5.44901
H: 0.37626 -2.19419 4.34027

## Properties
- Multiplicity: 3
- LUMO level (alpha / beta): -3.12 / -5.30 eV
- Net charge: +1
- Orbital gap (alpha / beta): 6.8 / 3.5 eV

=====

| no. | E_tot (eV) |
| --- | --- |
| 1 | -77177.87938 |
| 2 | -90267.54446 |